9
Properties=species:S:1:pos:R:3:forces:R:3 method="wB97M-V/def2-TZVPD" gap_ha=0.35893 homo_ha=-0.3250 spin_multiplicity=1 e_lumo_ev=0.92 smiles=c1ccoc1 e_above_lowest_kcal_mol=61.4
C -0.735977 0.245967 -0.619350 0.3 -0.4 -1.0
C -0.841273 -0.036225 0.803868 0.7 0.8 -0.7
C 0.403688 -0.560362 1.099401 0.2 0.3 -0.2
O 1.213993 -0.560568 0.021898 0.0 -0.5 0.0
C 0.525819 0.003222 -1.008649 -0.1 -0.4 -0.5
H -1.572259 0.666404 -1.164629 0.4 0.1 -0.1
H -0.933583 1.073746 0.804999 -1.4 -0.1 2.6
H 0.857901 -1.023580 1.970446 -0.2 0.4 -0.1
H 1.081692 0.191397 -1.907984 0.1 -0.2 -0.1

***

27
Properties=species:S:1:pos:R:3:forces:R:3 method="wB97M-V/def2-TZVPD" gap_ha=0.30736 charge=+1 homo_ha=-0.4288 spin_multiplicity=1 e_lumo_ev=-3.31
C -4.234334 0.003732 -0.647669 0.5 0.7 -0.5
C -2.799614 0.422942 -0.366349 0.5 -0.1 3.8
O -2.344564 0.575592 0.773421 -0.8 -0.1 -4.3
N -1.857594 0.404382 -1.583609 -1.1 2.2 -0.1
H -1.280564 -0.423318 -1.538359 1.8 -1.4 0.5
H -2.386384 0.207982 -2.421409 -0.6 0.2 -0.3
C -1.021454 1.735832 -1.797659 0.1 -2.4 2.1
H -4.170944 -1.083678 -0.607379 -0.4 -0.2 -0.3
H -4.594514 0.380392 -1.605009 0.3 -0.4 -0.3
H -4.998134 0.359852 0.043621 0.7 0.0 0.6
H -0.354734 1.635702 -0.941179 0.2 0.5 0.0
H -1.669574 2.588352 -1.594549 0.1 -0.1 -0.9
H -0.397154 1.587892 -2.678839 -0.7 0.5 -0.2
C 1.046206 -0.070108 2.689581 1.6 -1.2 -1.5
C 1.873706 0.157022 1.391671 -0.3 3.8 -0.3
O 2.069936 1.277602 0.915161 -0.4 -3.9 1.1
N 2.554106 -1.027858 0.641801 0.9 1.7 1.6
H 2.431416 -1.904128 1.128841 -0.4 -0.4 -0.1
H 2.064316 -1.017458 -0.241429 -0.8 -0.9 -1.0
C 4.034306 -0.776248 0.342411 -0.5 -0.4 -0.6
H 0.491886 -1.007598 2.645371 -0.5 0.3 -0.3
H 0.477236 0.814592 2.975371 0.2 -0.2 -0.2
H 1.825916 -0.345268 3.399811 0.1 0.5 0.5
H 4.672366 -0.718058 1.224221 -0.5 0.4 0.1
H 4.034916 0.104272 -0.300089 0.4 0.0 0.3
H 4.368176 -1.650308 -0.216739 -0.1 0.1 -0.2
Cl 0.165076 -2.232118 -1.631019 0.0 1.1 0.5

***

12
Properties=species:S:1:pos:R:3:forces:R:3 method="wB97M-V/def2-TZVPD" gap_ha=0.33249 homo_ha=-0.3125 spin_multiplicity=1 e_lumo_ev=0.54 e_above_lowest_kcal_mol=84.1
N 1.906851 -0.055425 -0.669387 2.2 -1.0 1.4
N 1.782164 -0.392542 0.689749 -0.5 0.0 -1.3
C 0.612654 -0.335928 1.195740 -1.0 1.3 -0.5
C -0.736355 0.154575 0.688104 2.0 -1.9 -1.4
N -0.970354 0.130327 -0.576863 -0.6 0.6 0.2
N -2.281915 0.403608 -0.935827 -1.3 2.2 -1.4
H 2.728212 -0.627160 -1.002795 -1.5 1.1 0.2
H 1.046597 -0.233316 -1.127485 -0.7 -0.2 -1.0
H 0.595498 -0.584495 2.213952 -0.1 -0.3 1.5
H -1.544624 0.176967 1.397314 -0.3 0.5 0.5
H -2.698709 1.196103 -0.264113 0.9 -2.2 -2.5
H -2.441985 0.558236 -2.073647 0.9 -0.1 4.4

***

Repeat the second record exactly.
27
Properties=species:S:1:pos:R:3:forces:R:3 method="wB97M-V/def2-TZVPD" gap_ha=0.30736 charge=+1 homo_ha=-0.4288 spin_multiplicity=1 e_lumo_ev=-3.31
C -4.234334 0.003732 -0.647669 0.5 0.7 -0.5
C -2.799614 0.422942 -0.366349 0.5 -0.1 3.8
O -2.344564 0.575592 0.773421 -0.8 -0.1 -4.3
N -1.857594 0.404382 -1.583609 -1.1 2.2 -0.1
H -1.280564 -0.423318 -1.538359 1.8 -1.4 0.5
H -2.386384 0.207982 -2.421409 -0.6 0.2 -0.3
C -1.021454 1.735832 -1.797659 0.1 -2.4 2.1
H -4.170944 -1.083678 -0.607379 -0.4 -0.2 -0.3
H -4.594514 0.380392 -1.605009 0.3 -0.4 -0.3
H -4.998134 0.359852 0.043621 0.7 0.0 0.6
H -0.354734 1.635702 -0.941179 0.2 0.5 0.0
H -1.669574 2.588352 -1.594549 0.1 -0.1 -0.9
H -0.397154 1.587892 -2.678839 -0.7 0.5 -0.2
C 1.046206 -0.070108 2.689581 1.6 -1.2 -1.5
C 1.873706 0.157022 1.391671 -0.3 3.8 -0.3
O 2.069936 1.277602 0.915161 -0.4 -3.9 1.1
N 2.554106 -1.027858 0.641801 0.9 1.7 1.6
H 2.431416 -1.904128 1.128841 -0.4 -0.4 -0.1
H 2.064316 -1.017458 -0.241429 -0.8 -0.9 -1.0
C 4.034306 -0.776248 0.342411 -0.5 -0.4 -0.6
H 0.491886 -1.007598 2.645371 -0.5 0.3 -0.3
H 0.477236 0.814592 2.975371 0.2 -0.2 -0.2
H 1.825916 -0.345268 3.399811 0.1 0.5 0.5
H 4.672366 -0.718058 1.224221 -0.5 0.4 0.1
H 4.034916 0.104272 -0.300089 0.4 0.0 0.3
H 4.368176 -1.650308 -0.216739 -0.1 0.1 -0.2
Cl 0.165076 -2.232118 -1.631019 0.0 1.1 0.5